[1]
A cluster of 2 separate species, C3H4N2O2S in total, computed with the ωB97M-V functional and the def2-TZVPD basis.

Each line ends with the Löwdin charge.
Element x y z (Å)
C  0.34  0.69  0.48  -0.12
C  -0.45  1.44  -0.35  -0.17
C  -1.18  -0.61  -0.44  -0.19
N  -0.09  -0.61  0.39  0.05
N  -1.38  0.62  -0.90  0.00
O  -4.93  -0.10  -0.18  -0.44
O  -3.89  1.06  1.72  -0.44
S  -4.11  0.97  0.30  0.85
H  1.22  0.96  1.06  0.11
H  -0.20  2.49  -0.34  0.10
H  -1.90  -1.39  -0.55  0.11
H  0.38  -1.32  0.89  0.13

Summary:
DFT total energy   -21085.4503 eV
Highest occupied orbital energy   -0.3383 hartree
Multiplicity   1
Gap between HOMO and LUMO   8.733 eV
Energy above the lowest of the compared OMol25 structures with the same formula, charge and spin   133.3 kJ/mol


[2]
A structure of composition C3H4N2O2S, computed with the ωB97M-V functional and the def2-TZVPD basis.

Each line ends with the Löwdin charge.
Element x y z (Å)
C  0.08  -0.52  -0.91  -0.33
C  -0.83  0.58  -0.80  0.04
C  0.68  -0.50  0.29  -0.61
H  0.76  -2.21  -1.60  0.07
H  -1.63  1.05  -1.36  0.13
H  -0.61  3.27  0.74  0.28
H  1.01  -2.29  2.08  -0.09
N  -0.64  1.08  0.44  -0.29
N  0.45  0.61  1.06  0.10
O  0.15  -1.53  -1.83  0.05
O  -1.24  2.22  0.88  -0.06
S  1.82  -1.77  1.01  0.71

Summary:
DFT total energy   -21081.7538 eV
Highest occupied orbital energy   -0.3327 hartree
Multiplicity   1
Gap between HOMO and LUMO   8.844 eV
Energy above the lowest of the compared OMol25 structures with the same formula, charge and spin   490.0 kJ/mol


[3]
An isolated molecule of C3H4N2O2S, computed with the ωB97M-V functional and the def2-TZVPD basis.

Each line ends with the Löwdin charge.
Element x y z (Å)
O  -1.82  -1.01  0.92  -0.13
C  -1.99  -0.33  -0.16  -0.35
N  -1.45  0.96  -0.21  0.10
C  -0.14  0.97  -0.20  -0.25
N  0.82  0.07  -0.26  -0.34
S  0.43  -1.65  -0.44  0.92
C  2.09  0.42  0.06  -0.31
O  2.84  -0.49  0.41  0.02
H  -2.60  -0.55  -1.17  0.16
H  0.20  1.93  0.16  0.13
H  -0.39  -1.79  0.65  -0.08
H  2.01  1.47  0.25  0.13

Summary:
DFT total energy   -21083.2566 eV
SMILES   O=C/N=C\N(S)C=O
Highest occupied orbital energy   -0.3582 hartree
Multiplicity   1
Gap between HOMO and LUMO   9.772 eV
Energy above the lowest of the compared OMol25 structures with the same formula, charge and spin   345.0 kJ/mol


[4]
An isolated molecule of C3H4N2O3, computed with the ωB97M-V functional and the def2-TZVPD basis.

Each line ends with the Löwdin charge.
Element x y z (Å)
H  3.04  1.00  0.13  0.06
N  2.66  0.07  0.00  0.14
C  1.41  0.09  -0.13  -0.46
N  0.56  -1.00  -0.20  0.17
C  -0.73  -0.46  -0.10  -0.30
O  -1.83  -1.29  -0.14  0.07
C  -0.66  0.87  -0.04  -0.30
O  -1.63  1.83  -0.07  0.12
O  0.65  1.27  -0.14  0.13
H  0.83  -1.92  0.02  0.15
H  -1.88  -1.75  0.71  0.11
H  -2.42  1.29  -0.04  0.12

Summary:
DFT total energy   -12297.2212 eV
SMILES   [H]/N=c1/[nH]c(O)c(O)o1
Highest occupied orbital energy   -0.2877 hartree
Multiplicity   1
Gap between HOMO and LUMO   8.042 eV
Energy above the lowest of the compared OMol25 structures with the same formula, charge and spin   171.2 kJ/mol


[5]
An isolated molecule of C3H4N2O3, computed with the ωB97M-V functional and the def2-TZVPD basis.

Each line ends with the Löwdin charge.
Element x y z (Å)
O  2.44  -0.39  -0.14  0.12
C  1.11  -0.58  -0.09  -0.37
N  0.59  -1.71  -0.04  0.09
N  -0.77  -1.48  -0.15  0.02
C  -1.08  -0.11  -0.12  -0.30
O  -2.40  0.20  -0.18  0.10
C  0.10  0.57  -0.08  -0.18
O  0.71  1.80  -0.14  0.03
H  2.64  0.51  -0.24  0.07
H  -1.33  -2.17  0.42  0.17
H  -2.33  1.09  0.13  0.10
H  0.31  2.28  0.62  0.13

Summary:
DFT total energy   -12296.4617 eV
SMILES   Oc1n[nH]c(O)c1O
Highest occupied orbital energy   -0.3250 hartree
Multiplicity   1
Gap between HOMO and LUMO   8.858 eV
Energy above the lowest of the compared OMol25 structures with the same formula, charge and spin   244.5 kJ/mol


[6]
An isolated molecule of C3H4N2O3, computed with the ωB97M-V functional and the def2-TZVPD basis.

Each line ends with the Löwdin charge.
Element x y z (Å)
C  1.19  -0.62  -1.49  -0.01
O  0.70  0.71  -1.03  -0.07
N  -0.01  0.46  0.09  -0.15
N  0.48  0.72  1.32  0.16
C  -0.53  0.59  2.07  -0.16
O  -1.66  0.18  1.42  0.11
C  -1.35  0.16  0.06  -0.46
O  -2.09  -0.17  -0.80  0.14
H  1.61  -0.49  -2.54  0.11
H  0.32  -1.33  -1.52  0.10
H  1.94  -0.90  -0.73  0.09
H  -0.61  0.70  3.16  0.15

Summary:
DFT total energy   -12295.7844 eV
SMILES   COn1ncoc1=O
Highest occupied orbital energy   -0.3517 hartree
Multiplicity   1
Gap between HOMO and LUMO   10.437 eV
Energy above the lowest of the compared OMol25 structures with the same formula, charge and spin   309.8 kJ/mol


[7]
An isolated molecule of C3H4N2O3, computed with the ωB97M-V functional and the def2-TZVPD basis.

Each line ends with the Löwdin charge.
Element x y z (Å)
O  2.90  0.12  -0.01  -0.06
N  1.74  -0.66  0.12  0.03
C  0.67  -0.09  0.13  -0.23
O  0.68  1.34  -0.03  0.00
N  -0.63  1.68  -0.22  0.04
C  -1.49  0.91  0.11  -0.11
C  -0.86  -0.44  0.44  -0.35
O  -1.32  -1.50  -0.24  -0.04
H  3.46  -0.63  -0.52  0.18
H  -2.60  0.98  0.10  0.15
H  -1.08  -0.48  1.47  0.14
H  -1.48  -1.22  -1.35  0.25

Summary:
DFT total energy   -12292.4086 eV
SMILES   O/N=C1\ON=C[C@H]1O
Highest occupied orbital energy   -0.3542 hartree
Multiplicity   1
Gap between HOMO and LUMO   9.945 eV
Energy above the lowest of the compared OMol25 structures with the same formula, charge and spin   635.5 kJ/mol


[8]
A structure of composition C3H4N2O3, computed with the ωB97M-V functional and the def2-TZVPD basis.

Each line ends with the Löwdin charge.
Element x y z (Å)
C  1.34  0.18  0.12  -0.44
C  -0.76  -0.60  0.20  -0.35
C  -0.75  0.18  -0.86  -0.28
H  2.54  0.56  1.61  0.20
H  -1.05  -1.92  1.56  0.27
H  -2.71  0.46  -0.61  0.29
H  1.40  0.96  -1.81  0.19
N  0.51  -0.44  0.95  0.12
N  0.66  0.63  -1.08  0.14
O  2.58  0.62  0.53  0.01
O  -1.82  -1.12  1.02  -0.08
O  -1.94  0.50  -1.63  -0.07

Summary:
DFT total energy   -12293.5581 eV
Highest occupied orbital energy   -0.3069 hartree
Multiplicity   1
Gap between HOMO and LUMO   8.472 eV
Energy above the lowest of the compared OMol25 structures with the same formula, charge and spin   524.6 kJ/mol


[9]
A cluster of 2 separate species, C3H4N2O3 in total, computed with the ωB97M-V functional and the def2-TZVPD basis.

Each line ends with the Löwdin charge.
Element x y z (Å)
C  0.64  0.19  -1.12  -0.47
C  -0.15  1.12  -0.39  -0.02
C  -0.05  -0.85  0.62  -0.43
H  2.86  0.57  -1.63  0.32
H  -0.24  2.19  -0.79  0.17
H  -2.42  0.47  1.47  0.22
H  -0.77  -1.00  2.33  0.14
N  -0.89  0.34  0.37  -0.13
N  -0.09  -1.59  1.61  0.17
O  1.41  0.48  -2.22  -0.06
O  -1.43  0.97  1.54  -0.05
O  0.62  -0.98  -0.55  0.14

Summary:
DFT total energy   -12290.9709 eV
Highest occupied orbital energy   -0.2861 hartree
Multiplicity   1
Gap between HOMO and LUMO   6.452 eV
Energy above the lowest of the compared OMol25 structures with the same formula, charge and spin   774.2 kJ/mol


[10]
A structure of composition C3H4N2O3, computed with the ωB97M-V functional and the def2-TZVPD basis.

Each line ends with the Löwdin charge.
Element x y z (Å)
C  0.44  -0.17  0.52  -0.28
C  -1.43  0.39  -0.33  -0.37
C  0.58  0.31  -0.74  -0.31
H  2.04  -1.43  0.98  0.11
H  0.81  -1.51  1.97  0.03
H  -3.36  0.01  0.12  0.15
H  2.30  1.45  -1.29  0.17
N  1.26  -0.91  1.39  0.13
N  -0.94  0.00  0.82  0.17
O  -2.83  0.39  -0.66  0.04
O  -0.58  0.89  -1.31  0.15
O  1.73  0.60  -1.48  0.00

Summary:
DFT total energy   -12296.5220 eV
Highest occupied orbital energy   -0.2970 hartree
Multiplicity   1
Gap between HOMO and LUMO   8.625 eV
Energy above the lowest of the compared OMol25 structures with the same formula, charge and spin   238.6 kJ/mol


[11]
A structure of composition C3H4N2O3, computed with the ωB97M-V functional and the def2-TZVPD basis.

Each line ends with the Löwdin charge.
Element x y z (Å)
C  0.96  -0.07  -0.53  -0.37
C  0.16  0.48  -1.51  -0.09
C  0.24  -0.31  0.56  -0.22
H  2.33  1.06  -1.01  0.21
H  -0.05  1.17  -2.45  0.16
H  -2.95  0.83  0.39  0.31
H  1.31  -1.20  1.86  0.07
N  -1.10  0.45  -1.05  0.05
N  -0.98  -0.02  0.11  -0.29
O  2.29  0.11  -0.45  0.01
O  -2.08  0.00  0.73  -0.01
O  0.51  -0.79  1.80  0.17

Summary:
DFT total energy   -12291.7432 eV
Highest occupied orbital energy   -0.3090 hartree
Multiplicity   1
Gap between HOMO and LUMO   8.523 eV
Energy above the lowest of the compared OMol25 structures with the same formula, charge and spin   699.7 kJ/mol


[12]
An isolated molecule of C3H4N2O3, computed with the ωB97M-V functional and the def2-TZVPD basis.

Each line ends with the Löwdin charge.
Element x y z (Å)
N  -1.85  -0.07  1.77  0.17
C  -0.74  -0.02  0.96  -0.40
C  0.47  -0.54  1.10  0.04
C  1.17  -0.29  -0.10  -0.42
O  2.20  -0.64  -0.58  0.12
N  0.26  0.64  -0.88  -0.07
O  -0.19  0.06  -2.00  0.04
O  -0.92  0.73  -0.12  0.06
H  -1.70  -0.45  2.70  0.11
H  -2.31  0.81  1.76  0.10
H  0.88  -1.00  2.02  0.14
H  0.15  0.47  -2.79  0.12

Summary:
DFT total energy   -12295.2996 eV
SMILES   Nc1cc(=O)n(O)o1
Highest occupied orbital energy   -0.3411 hartree
Multiplicity   1
Gap between HOMO and LUMO   9.962 eV
Energy above the lowest of the compared OMol25 structures with the same formula, charge and spin   356.6 kJ/mol


[13]
The ion C3H4N2O3P with charge -1, computed with the ωB97M-V functional and the def2-TZVPD basis.

Each line ends with the Löwdin charge.
Element x y z (Å)
O  -1.49  -2.18  1.05  -0.01
C  -0.63  -1.41  0.63  -0.67
N  -0.04  -0.56  1.55  0.11
C  0.28  0.61  1.35  -0.26
C  -0.07  1.30  0.08  -0.21
P  0.63  0.11  -1.22  0.28
O  0.20  0.56  -2.55  -0.37
O  2.07  -0.15  -0.94  -0.38
N  -0.31  -1.27  -0.63  0.02
H  0.72  1.35  2.13  0.12
H  -1.15  1.15  -0.02  0.08
H  0.38  2.41  0.04  0.13
H  -0.58  -1.92  -1.46  0.17

Summary:
DFT total energy   -21590.9430 eV
Total charge   -1
SMILES   O=C1N=CC[P@@](=O)([O-])N1
Highest occupied orbital energy   -0.2005 hartree
Multiplicity   1
Gap between HOMO and LUMO   9.416 eV
Energy above the lowest of the compared OMol25 structures with the same formula, charge and spin   0.0 kJ/mol


[14]
An isolated molecule of C3H4N2OS, computed with the ωB97M-V functional and the def2-TZVPD basis.

Each line ends with the Löwdin charge.
Element x y z (Å)
C  -1.38  1.56  -0.05  -0.14
C  -0.13  1.34  -0.79  -0.45
C  -1.84  0.84  0.99  -0.17
N  0.90  -1.15  -0.15  -0.52
N  1.97  -2.02  0.20  -0.14
O  -2.31  0.44  1.95  0.22
S  1.14  0.24  -0.85  0.95
H  -2.20  2.09  -0.47  0.10
H  -0.07  2.06  -1.54  0.02
H  1.79  -2.51  1.08  0.05
H  2.12  -2.89  -0.38  0.08

Summary:
DFT total energy   -19033.9812 eV
Highest occupied orbital energy (alpha / beta)   -0.2746 / -0.2746 hartree
Multiplicity   1
Gap between HOMO and LUMO (alpha / beta)   7.396 / 7.396 eV
Energy above the lowest of the compared OMol25 structures with the same formula, charge and spin   488.9 kJ/mol


[15]
An isolated molecule of C3H4N2OS, computed with the ωB97M-V functional and the def2-TZVPD basis.

Each line ends with the Löwdin charge.
Element x y z (Å)
O  -2.54  0.95  0.00  0.04
C  -2.28  -0.24  0.00  -0.30
N  -0.98  -0.73  0.01  0.08
C  0.13  0.07  -0.01  -0.18
N  1.30  -0.45  0.00  -0.01
C  2.35  0.46  0.00  -0.78
S  3.91  0.04  0.00  0.66
H  -3.02  -1.03  -0.02  0.13
H  -0.81  -1.73  0.00  0.15
H  -0.11  1.15  0.01  0.15
H  2.05  1.52  0.02  0.05

Summary:
DFT total energy   -19038.0853 eV
SMILES   O=CN/C=N/C=S
Highest occupied orbital energy   -0.3237 hartree
Multiplicity   1
Gap between HOMO and LUMO   8.042 eV
Energy above the lowest of the compared OMol25 structures with the same formula, charge and spin   92.9 kJ/mol


[16]
An isolated molecule of C3H4N2OS, computed with the ωB97M-V functional and the def2-TZVPD basis.

Each line ends with the Löwdin charge.
Element x y z (Å)
C  -1.18  0.22  -0.07  -0.16
C  -0.19  1.08  -0.02  -0.18
C  1.44  -0.42  -0.09  -0.74
N  -0.81  -1.13  -0.28  -0.06
N  0.56  -1.41  0.02  -0.04
O  -0.24  2.41  -0.09  0.04
S  2.96  0.04  0.02  0.63
H  -2.29  0.29  0.09  0.14
H  -1.47  -1.78  0.25  0.15
H  0.97  -2.23  -0.35  0.13
H  0.25  2.94  0.51  0.09

Summary:
DFT total energy   -19034.0602 eV
Highest occupied orbital energy   -0.2837 hartree
Multiplicity   1
Gap between HOMO and LUMO   8.426 eV
Energy above the lowest of the compared OMol25 structures with the same formula, charge and spin   481.3 kJ/mol


[17]
A cluster of 2 separate species, C3H4N2OS in total, computed with the ωB97M-V functional and the def2-TZVPD basis.

Each line ends with the Löwdin charge.
Element x y z (Å)
C  2.39  1.04  -0.13  -0.56
C  0.45  -0.88  -0.83  -0.62
C  -1.64  0.12  0.73  0.01
N  -0.01  0.44  -1.32  0.16
N  -0.66  -0.37  -0.30  -0.01
O  1.00  -1.83  -1.13  0.16
S  2.94  -0.14  0.72  0.61
H  1.23  1.07  -0.67  -0.01
H  -1.23  0.71  1.51  0.07
H  -2.42  0.59  0.13  0.09
H  -2.04  -0.77  1.29  0.10

Summary:
DFT total energy   -19031.1653 eV
Highest occupied orbital energy (alpha / beta)   -0.2649 / -0.3852 hartree
Multiplicity   3
Expectation value of S²   2.016
Gap between HOMO and LUMO (alpha / beta)   7.229 / 8.922 eV
Energy above the lowest of the compared OMol25 structures with the same formula, charge and spin   404.9 kJ/mol


[18]
An isolated molecule of C3H4N2OS2, computed with the ωB97M-V functional and the def2-TZVPD basis.

Each line ends with the Löwdin charge.
Element x y z (Å)
O  1.86  -2.54  -0.94  0.08
C  1.11  -1.60  -0.91  -0.63
N  0.71  -1.02  0.36  0.17
C  -0.15  -0.16  0.25  -0.50
C  -0.87  0.79  1.14  -0.58
S  -0.14  2.47  1.24  0.64
S  -0.58  0.21  -1.70  0.88
N  0.58  -0.94  -1.95  -0.34
H  -0.75  0.36  2.21  0.11
H  -1.88  0.88  0.69  0.07
H  -0.90  2.90  2.42  -0.06
H  0.99  -1.37  -2.81  0.15

Summary:
DFT total energy   -29872.6916 eV
SMILES   O=c1nc(CS)s[nH]1
Highest occupied orbital energy   -0.3240 hartree
Multiplicity   1
Gap between HOMO and LUMO   8.832 eV
Energy above the lowest of the compared OMol25 structures with the same formula, charge and spin   140.1 kJ/mol


[19]
An isolated molecule of C3H4N2S, computed with the ωB97M-V functional and the def2-TZVPD basis.

Each line ends with the Löwdin charge.
Element x y z (Å)
S  -2.77  0.01  -0.01  0.40
N  -1.13  -0.03  0.02  -0.64
C  -0.30  -1.10  0.01  -0.14
C  1.00  -0.69  -0.02  -0.09
N  1.01  0.67  -0.02  0.04
C  -0.25  1.13  0.01  -0.08
H  -0.70  -2.10  0.02  0.11
H  1.90  -1.26  -0.01  0.11
H  1.84  1.24  -0.05  0.16
H  -0.60  2.13  0.05  0.12

Summary:
DFT total energy   -16989.9083 eV
SMILES   [S-][n+]1cc[nH]c1
Highest occupied orbital energy   -0.2592 hartree
Multiplicity   1
Gap between HOMO and LUMO   7.440 eV
Energy above the lowest of the compared OMol25 structures with the same formula, charge and spin   152.7 kJ/mol


[20]
An isolated molecule of C3H4N2S, computed with the ωB97M-V functional and the def2-TZVPD basis.

Each line ends with the Löwdin charge.
Element x y z (Å)
C  -0.74  -1.24  -0.23  -0.53
N  0.48  -1.06  -0.23  -0.03
C  1.17  0.03  0.34  -0.27
N  0.57  1.20  -0.23  0.03
C  -0.68  1.27  -0.28  -0.45
S  -1.89  0.01  0.17  0.93
H  -1.04  -2.21  -0.58  0.07
H  1.09  -0.19  1.45  0.15
H  2.17  0.06  0.09  0.08
H  -1.15  2.13  -0.50  0.02

Summary:
DFT total energy   -16989.4677 eV
SMILES   C1=NCN=CS1
Highest occupied orbital energy   -0.3364 hartree
Multiplicity   1
Gap between HOMO and LUMO   9.883 eV
Energy above the lowest of the compared OMol25 structures with the same formula, charge and spin   195.2 kJ/mol